Molecular formula: C23H39NO7P2SSb2Ti
Method: DFT, wB97M-V/def2-TZVPD

```
76
Properties=species:S:1:pos:R:3:forces:R:3
Ti -0.078 1.243 -0.794 0.0 -1.1 -1.1
C 1.939 -1.043 -3.854 -0.1 0.3 0.3
Sb 1.702 -0.791 -1.696 0.4 -2.1 -1.0
C 0.069 -2.186 -1.431 0.0 0.1 0.0
C 3.223 -2.394 -1.402 0.0 0.7 0.1
C 2.786 -3.505 -0.541 -0.1 -0.5 0.4
C 2.324 -4.690 -1.111 0.1 0.1 0.0
C 1.906 -5.755 -0.335 0.0 -0.1 -0.1
C 1.956 -5.660 1.046 -0.1 -0.1 0.0
C 2.411 -4.494 1.628 0.0 0.0 0.0
C 2.830 -3.413 0.858 0.0 -0.2 -0.1
C 3.281 -2.181 1.531 -0.2 0.3 0.0
Sb 1.620 -0.738 1.727 0.8 -0.5 1.3
C 1.025 -1.462 3.703 0.0 0.1 -0.5
C 3.050 0.659 2.593 -0.3 -0.1 -0.2
H 1.362 -1.901 -4.204 0.0 0.0 0.1
H 2.991 -1.191 -4.102 0.0 0.0 0.1
H 1.596 -0.141 -4.351 0.0 0.0 -0.2
H 0.190 -3.030 -2.113 0.0 0.1 0.0
H -0.860 -1.654 -1.624 0.1 -0.1 0.0
H 0.067 -2.548 -0.402 0.0 0.0 -0.1
H 4.106 -1.902 -1.005 0.2 0.0 0.0
H 3.456 -2.760 -2.398 -0.1 0.1 -0.2
H 2.314 -4.778 -2.188 0.0 0.0 -0.1
H 1.555 -6.663 -0.804 0.0 -0.1 -0.1
H 1.648 -6.492 1.662 0.0 0.0 0.0
H 2.451 -4.406 2.705 0.0 0.0 0.1
H 4.048 -1.661 0.960 0.1 0.1 0.1
H 3.647 -2.390 2.533 0.0 0.1 0.1
H 1.886 -1.635 4.339 0.2 0.0 0.0
H 0.472 -2.387 3.583 -0.1 -0.1 0.0
H 0.382 -0.722 4.168 -0.1 0.1 0.1
H 3.724 0.123 3.256 0.0 -0.1 0.1
H 2.530 1.428 3.155 0.0 0.1 0.1
H 3.625 1.127 1.799 0.1 0.1 0.0
C -2.868 2.628 -4.212 0.0 0.0 0.1
C -1.756 2.909 -3.228 0.2 -0.6 0.7
O -1.257 4.226 -3.350 0.2 0.5 -0.3
P -2.313 2.827 -1.476 -1.2 0.4 0.2
O -3.378 3.997 -1.294 -0.2 -0.3 -0.2
O -3.136 1.539 -1.180 0.0 0.2 -0.1
O -1.158 3.036 -0.558 0.1 0.3 -0.1
P -0.359 1.706 -3.281 -0.9 0.1 -1.9
O -0.080 1.450 -4.839 0.3 0.4 0.3
O -0.829 0.452 -2.581 -0.2 -0.1 -0.7
O 0.833 2.326 -2.644 0.4 0.5 0.0
H -3.730 3.251 -3.977 -0.1 0.0 -0.1
H -3.164 1.583 -4.130 -0.1 0.0 0.0
H -2.540 2.848 -5.227 0.1 0.0 0.0
H -0.304 4.191 -3.167 -0.1 0.1 0.1
H -2.961 4.860 -1.301 0.2 0.3 -0.1
H -2.722 1.041 -0.367 -0.2 0.1 -0.5
H -0.690 0.833 -5.239 -0.3 -0.3 -0.2
S 2.892 4.017 0.799 -0.9 -0.9 -0.1
C 1.483 3.861 1.802 0.5 0.0 -0.3
C 0.736 2.799 1.426 0.0 0.7 1.0
N 1.209 2.102 0.354 3.1 2.0 0.5
C 2.361 2.615 -0.078 -0.2 0.4 0.8
H 1.300 4.565 2.589 -0.1 0.1 0.2
H -0.175 2.462 1.904 0.0 0.1 -0.1
H 2.934 2.214 -0.898 -0.2 0.0 -0.1
C -4.260 -0.582 2.249 0.1 0.0 0.0
C -3.302 0.611 2.345 -0.2 0.2 0.1
C -4.056 1.923 2.082 0.0 -0.1 0.0
C -2.663 0.671 3.738 0.0 -0.1 -0.1
C -2.242 0.484 1.340 -0.1 -0.4 0.5
C -1.320 0.357 0.548 -0.9 -0.6 0.8
H -5.054 -0.488 2.988 -0.1 0.0 0.1
H -3.724 -1.513 2.423 0.0 -0.1 0.0
H -4.709 -0.634 1.259 0.0 0.0 -0.1
H -4.803 2.102 2.855 -0.1 0.0 0.1
H -4.556 1.898 1.115 0.0 0.0 -0.1
H -3.357 2.758 2.079 0.0 0.1 0.0
H -3.437 0.768 4.496 -0.1 0.0 0.1
H -1.995 1.528 3.810 0.0 0.1 0.0
H -2.081 -0.226 3.935 0.0 -0.1 0.0
```
Forces are in eV/Å.

Summary:
Spin multiplicity: 3
Largest force on an atom in eV Å⁻¹: 3.705
ΔE to the lowest compared entry with this formula, charge and spin in eV: 1.758
Gap between HOMO and LUMO (alpha / beta) in eV: 6.14 / 8.01
M in g mol⁻¹: 826.97
Lowest unoccupied orbital energy (alpha / beta) in eV: 0.3 / 0.4



Molecular formula: C12H17BBr2FN3O
Method: DFT, wB97M-V/def2-TZVPD

```
37
Properties=species:S:1:pos:R:3:forces:R:3
C -0.520 0.024 2.919 0.1 -0.3 -1.2
C -1.454 0.544 2.342 0.1 1.2 0.4
C -2.478 1.458 1.711 0.2 -1.1 -0.7
C -2.396 1.392 0.137 0.3 -0.2 0.6
C -1.205 2.251 -0.417 -2.0 0.6 0.4
N 0.101 1.594 -0.151 -1.3 0.9 -0.9
N 0.744 2.144 0.862 1.3 -1.5 -0.7
C 1.868 1.501 1.089 1.5 0.5 1.8
Br 2.903 2.237 2.565 -0.7 -0.5 -0.9
C 2.432 0.375 0.439 -1.4 -0.3 -1.4
C 1.710 -0.152 -0.673 -0.1 2.1 1.5
C 2.181 -1.362 -1.495 -0.1 -0.8 1.1
Br 4.144 -1.567 -1.232 -0.5 0.2 -0.4
C 1.550 -2.703 -0.914 -0.3 -0.1 0.9
C 1.098 -2.573 0.588 0.1 -0.5 -0.7
C 0.463 0.571 -0.914 1.3 -2.0 -0.6
B -0.421 0.021 -2.173 -1.3 0.6 -0.8
N -1.022 -1.299 -2.228 1.1 1.1 1.0
O -0.641 0.878 -3.267 0.3 -0.1 1.4
H 0.409 -0.479 3.172 -0.9 0.3 0.2
H -2.335 2.514 2.017 -0.2 -0.8 0.3
H -3.490 1.113 2.007 0.7 0.5 0.4
H -2.298 0.315 -0.136 -0.1 0.7 -0.2
H -3.371 1.777 -0.236 0.8 -0.1 -0.1
H -1.277 3.205 0.151 0.7 -0.7 -0.2
H -1.334 2.551 -1.473 0.5 -0.6 0.4
H 3.378 -0.055 0.788 -0.5 0.4 -0.2
H 2.031 -1.259 -2.583 0.1 0.1 0.6
H 2.287 -3.532 -0.933 -0.3 0.7 -0.4
H 0.668 -3.037 -1.491 0.6 0.3 0.1
H 0.886 -3.596 0.967 0.1 0.7 -0.2
H 0.169 -1.974 0.692 0.7 -0.2 0.2
H 1.924 -2.153 1.194 -0.6 -0.2 -0.2
H -0.476 -1.889 -2.853 -0.8 -0.2 -0.2
H -1.099 -1.698 -1.294 0.2 -0.4 -0.4
H -1.584 1.113 -3.251 0.3 -0.3 -0.6
F -3.546 1.750 4.074 0.1 0.0 -0.3
```
Forces are in eV/Å.

Summary:
Largest force on an atom in eV Å⁻¹: 2.593
Gap between HOMO and LUMO in eV: 3.63
M in g mol⁻¹: 408.91
Lowest unoccupied orbital energy in eV: -2.4



Question: Which of these has the lowest M?
Answer: C12H17BBr2FN3O